# 1
{
  "formula": "C2H4N6",
  "method": "ωB97M-V/def2-TZVPD",
  "symbols": ["N", "N", "C", "N", "C", "N", "N", "N", "H", "H", "H", "H"],
  "positions_angstrom": [[2.83, 0.19, -0.11], [1.73, -0.59, 0.03], [0.39, -0.17, -0.21], [-0.48, -1.31, -0.24], [-1.80, -0.97, -0.02], [-2.19, 0.36, -0.13], [-1.13, 1.40, -0.05], [0.04, 1.05, -0.09], [2.82, 1.41, -0.05], [3.59, -0.29, 0.22], [-2.55, -1.70, 0.48], [-3.24, 0.64, 0.17]],
  "smiles": "N/N=c1/nc[nH]nn1",
  "de_lowest_kcal_mol": 111.5,
  "e_lumo_ha": -0.008,
  "e_tot_ev": -11073.3788
}

# 2
{
  "formula": "C2H4N6",
  "method": "ωB97M-V/def2-TZVPD",
  "symbols": ["H", "N", "C", "N", "N", "C", "N", "N", "N", "H", "H", "H"],
  "positions_angstrom": [[-0.10, -1.83, -1.72], [0.30, -0.86, -2.01], [0.56, 0.09, -1.17], [1.21, 1.34, -1.40], [0.09, 0.15, 0.08], [-0.94, 0.87, 0.74], [-1.27, 0.07, 1.77], [-0.62, -0.97, 1.75], [0.39, -1.05, 0.75], [1.44, 1.69, -2.46], [1.51, 1.73, -0.56], [-1.16, 1.91, 0.70]],
  "smiles": "[H]/N=C(/N)n1cnnn1",
  "de_lowest_kcal_mol": 62.7,
  "e_lumo_ha": -0.010,
  "e_tot_ev": -11075.4965
}

| no. | HOMO-LUMO gap (Ha) |
| --- | --- |
| 1 | 0.259 |
| 2 | 0.354 |